No. 1
{"formula": "C4H5N6", "method": "ωB97M-V with the def2-TZVPD basis set", "lumo_ev": -5.63, "total_charge": 1, "smiles": "[H]/N=C1\\C(=[NH2+])Nc2n[nH]nc21", "homo_ha": -0.51073, "de_lowest_ev": 0.000, "e_tot_ha": -483.651462, "elements": ["H", "H", "H", "C", "N", "C", "N", "H", "C", "N", "N", "C", "N", "H", "N"], "positions_angstrom": [[-2.9959, -0.3933, -0.2820], [-1.7707, -2.3906, 0.1815], [3.9120, 0.0286, 0.1800], [0.9662, 0.8174, -0.0914], [2.9262, 0.1035, 0.0122], [1.0174, -0.6011, -0.1089], [-0.7609, -2.2786, 0.0464], [-2.7984, 1.3722, -0.1435], [-0.4012, -1.0757, -0.0841], [-0.3427, 1.2643, 0.0380], [2.1835, 1.2574, -0.0185], [-1.1977, 0.2358, -0.0018], [2.2913, -0.9885, 0.0009], [-0.5205, 2.2251, 0.2837], [-2.5086, 0.4237, -0.0126]]}

No. 2
{"formula": "C29H41FeN9O3S2Se", "method": "ωB97M-V with the def2-TZVPD basis set", "lumo_ev": [0.12, 0.12], "s_squared": 6.009, "homo_ha": [-0.24486, -0.24777], "multiplicity": 5, "de_lowest_ev": 0.528, "e_tot_ha": -6309.809226, "elements": ["C", "C", "N", "H", "H", "C", "C", "C", "C", "N", "O", "C", "C", "S", "H", "H", "C", "H", "H", "H", "H", "H", "C", "H", "N", "N", "C", "H", "H", "H", "H", "H", "C", "C", "O", "C", "N", "C", "C", "H", "O", "H", "Fe", "N", "C", "H", "H", "H", "S", "C", "C", "H", "H", "N", "C", "H", "C", "N", "Se", "C", "H", "H", "C", "H", "C", "C", "H", "H", "H", "H", "H", "H", "C", "H", "C", "H", "H", "C", "N", "H", "H", "C", "H", "H", "H", "H"], "positions_angstrom": [[1.3086, 0.7430, -2.2924], [2.8334, -1.1305, -2.3735], [-3.0321, 1.5104, 2.0026], [-0.2566, 1.1925, -5.5378], [4.0744, 3.1986, 1.5825], [-2.6081, 2.5799, 2.5334], [-1.6571, 2.5845, 3.6363], [2.3319, 1.6567, -2.4852], [-4.6718, 0.5054, 0.9264], [-4.0960, 1.6427, 1.1394], [0.1140, -1.6704, 1.2095], [3.6176, 1.1528, -2.6280], [-0.4856, -3.2507, -3.1912], [-4.1908, -1.0425, 1.5921], [-1.0475, 0.0937, -4.3955], [0.5336, 0.0118, 3.5939], [2.5666, 0.5794, 4.0785], [4.4440, 1.8360, -2.7828], [-2.1589, 2.8550, -5.1219], [1.0529, -3.1345, -1.6571], [0.9123, -2.2280, -4.4787], [2.2485, -4.2600, -5.1323], [1.5525, -0.6209, -2.2386], [-1.7002, 2.0417, -1.5763], [2.6470, 1.8744, 2.3043], [-0.0551, 0.9150, -2.0857], [-1.2153, 0.9299, -5.0784], [0.1052, 2.9687, -3.8751], [3.0698, 2.4190, 0.3331], [-1.3834, -2.6812, -3.4340], [4.8802, -0.5841, -2.6746], [-5.9311, 1.3413, -0.4342], [-0.8794, 2.8657, -3.4014], [1.3453, -4.8648, 1.9682], [-1.2968, 0.1921, 3.6964], [-1.1646, 1.3891, 4.2306], [-0.6909, -3.2553, 2.6038], [-0.6526, -0.2934, -1.8684], [0.0956, -2.6732, -1.9047], [0.4026, 2.8194, 6.9142], [1.2597, -3.5441, 1.4269], [4.2937, 1.8946, 3.7168], [-1.7916, -0.2739, 1.6875], [-5.7830, 0.5168, 0.1227], [-0.1537, 2.7622, 5.9845], [-0.5796, -4.1305, 3.0694], [2.1364, 2.7241, -2.5033], [0.4833, -5.4674, 1.6794], [0.3107, 1.4038, 1.0046], [0.4889, -3.2324, -4.3713], [-0.4660, 1.5265, 5.4484], [-3.0525, 3.5301, 2.2299], [-0.5909, -2.8403, -1.0794], [0.3221, -1.2370, -2.0039], [-0.7258, 2.2119, -2.0290], [1.4474, -4.8448, 3.0546], [-1.8303, 2.1395, -4.3644], [-1.7915, -2.4633, 2.8470], [-2.4049, -0.5886, -1.3916], [3.8650, -0.2211, -2.5717], [2.3861, 3.7068, 1.3280], [-1.8794, 0.5704, -5.8685], [3.0724, 2.8607, 1.3282], [-1.6750, 4.7227, 3.6996], [3.3323, 1.4851, 3.4533], [-0.5507, 3.9333, 5.3370], [-0.1520, 2.8551, -1.3604], [2.2657, -4.0371, -3.3843], [2.2395, -5.3004, 1.5413], [-1.2548, 3.8762, -3.2169], [-2.6537, -2.9167, 2.5927], [2.7262, 0.0506, 5.0029], [-1.3124, 3.8226, 4.1905], [-0.2916, 4.9038, 5.7418], [1.6184, -4.2538, -4.2402], [-1.8220, -2.1007, 3.7916], [-0.1577, 0.6137, 5.9508], [0.2143, -2.7644, 1.7221], [1.4346, 0.3997, 3.2997], [3.0295, -2.1943, -2.3189], [-0.8048, -4.2796, -2.9910], [1.4641, 1.2148, 2.2260], [-6.0522, -0.3648, -0.2715], [-0.0711, -3.4367, -5.2873], [1.2158, -5.2622, -4.1066], [-2.7208, 1.8199, -3.8137]]}

No. 3
{"formula": "C18H20F3N3O2", "method": "ωB97M-V with the def2-TZVPD basis set", "lumo_ev": 0.58, "smiles": "C[C@H](NC(=O)CCc1nnc(Cc2cccc(C(F)(F)F)c2)o1)C1CC1", "homo_ha": -0.34114, "de_lowest_ev": 0.927, "e_tot_ha": -1312.275407, "elements": ["C", "H", "C", "C", "H", "F", "F", "C", "H", "F", "H", "C", "O", "C", "C", "H", "C", "H", "C", "C", "N", "H", "H", "H", "H", "H", "C", "N", "H", "C", "H", "H", "C", "H", "C", "O", "H", "C", "C", "H", "H", "C", "H", "C", "N", "H"], "positions_angstrom": [[1.9006, 3.3176, 0.5109], [2.1113, 3.7784, -0.4528], [2.3633, 1.8557, 0.5042], [2.7072, -4.1249, 0.1671], [-0.7454, -1.9404, -1.8405], [0.3178, -4.8643, 3.4821], [-0.9261, -5.8024, 2.0008], [1.6936, 1.0819, -0.5669], [2.4303, 3.8504, 1.3002], [-1.3262, -3.7818, 2.6146], [-1.5298, -0.2753, 0.2172], [0.8736, -2.8813, -0.7835], [-0.0216, 3.3369, 1.9551], [-1.8123, 3.1829, -0.2190], [2.2005, -3.2952, -0.8167], [2.8401, -2.9627, -1.6215], [-3.3031, 1.0656, 0.1032], [-3.5899, 3.9883, -1.1259], [0.0580, -3.3103, 0.2529], [0.8230, -0.5578, -1.5765], [0.7132, 0.4652, -2.3553], [-2.1078, 3.3989, 0.8129], [-0.9751, -2.9992, 0.3026], [2.2804, -5.2040, 1.9736], [3.4459, 1.8102, 0.3513], [-2.2845, 5.1652, -0.9302], [-2.1290, 1.7353, -0.5431], [-0.3757, 3.3964, -0.2779], [-3.8785, 0.3617, -0.4790], [1.8949, -4.5573, 1.2009], [-1.5583, 1.0204, 1.4769], [0.6830, -2.2375, -2.8313], [-0.3326, -4.6365, 2.3317], [-2.1904, 3.9408, -2.2028], [0.5713, -4.1429, 1.2374], [1.4424, -0.2377, -0.4166], [3.7388, -4.4388, 0.1299], [0.4052, 3.3554, 0.8185], [0.3474, -1.9441, -1.8340], [0.0580, 3.2606, -1.1816], [-1.8979, 1.4636, -1.5679], [-2.5147, 4.1335, -1.1823], [-3.8952, 1.6416, 0.7974], [-1.9117, 0.6914, 0.5118], [1.2700, 1.5130, -1.7103], [2.1358, 1.3834, 1.4624]]}